[1]
Entry from the OMol25 dataset: a cluster of 3 separate species, C19H37F4O7PSi in total (ωB97M-V/def2-TZVPD).

- gap between HOMO and LUMO (eV) = 8.761
- SMILES = CCP(C)[Si@@](CCCC(=O)O)(COC)C(F)(F)C(F)F.CCOC(C)=O.CCOC(C)=O
- LUMO (eV) = 0.7
- F_max (eV/Å) = 0.294
- E (hartree) = -2303.17573

The geometry in ORCA input format:
```
! RIJCOSX wB97M-V def2-TZVPD def2/J DEFGRID3
* xyz 0 1
P 1.693 -0.915 -0.685
Si 0.771 1.136 -0.538
F 2.050 2.668 -4.170
F 1.613 0.629 -3.498
F 2.808 2.546 -1.680
F 0.863 3.571 -1.767
O 0.380 3.228 1.167
O 3.679 -4.187 -0.156
O -4.666 -0.849 1.260
O -5.538 1.394 -3.059
O -3.681 0.239 2.913
O -6.161 1.360 -0.960
O 5.186 -3.186 1.077
C 0.626 3.937 2.359
C 3.462 -0.581 -1.084
C -1.067 0.997 -0.845
C 7.428 -2.305 0.667
C 1.729 -1.465 1.097
C 1.088 2.007 1.103
C -7.763 0.055 0.317
C -3.827 0.111 1.735
C 5.869 -5.084 -0.360
C -3.107 0.928 0.684
C 6.513 -3.061 1.606
C -7.890 1.512 -2.727
C 4.826 -4.145 0.197
C 2.805 -0.929 2.037
C 1.267 1.941 -3.348
C -6.450 1.433 -2.280
C 1.467 2.345 -1.887
C -1.796 0.242 0.282
C -7.156 1.417 0.076
H -8.564 1.977 -2.014
H 2.781 -1.469 2.986
H 0.791 1.347 1.934
H -8.388 0.062 1.210
H 0.133 4.903 2.265
H -8.237 0.495 -2.915
H -3.738 1.082 -0.199
H 6.915 -4.040 1.868
H 5.375 -6.021 -0.601
H -1.238 0.501 -1.805
H 6.374 -2.509 2.534
H -6.960 -0.659 0.482
H 6.713 -5.271 0.297
H 1.806 -2.554 1.044
H 3.949 -1.545 -1.245
H 2.173 2.172 1.208
H 6.245 -4.652 -1.288
H -2.891 1.905 1.118
H -8.365 -0.290 -0.525
H -1.463 2.015 -0.939
H 0.220 2.065 -3.640
H 2.667 0.130 2.254
H 3.505 -0.016 -2.015
H -7.914 2.055 -3.667
H -6.590 1.735 0.950
H -4.699 -0.801 0.295
H 7.576 -2.842 -0.270
H 3.799 -1.069 1.617
H 0.736 -1.249 1.506
H 4.006 -0.029 -0.318
H 8.403 -2.159 1.133
H -1.184 0.169 1.188
H 1.702 4.092 2.509
H 0.223 3.405 3.231
H -1.992 -0.786 -0.033
H 7.005 -1.326 0.438
H -7.899 2.187 -0.128
*
```

Here are the Mulliken charges for atoms 1 to 2, given in e: -0.192, -0.174

[2]
Entry from the OMol25 dataset: a structure of composition C2H6ClN2P (ωB97M-V/def2-TZVPD).

- gap between HOMO and LUMO (alpha / beta) (eV) = 7.808 / 6.802
- LUMO (alpha / beta) (eV) = 0.8 / -2.5
- energy above the lowest of the compared OMol25 structures with the same formula, charge and spin (kJ/mol) = 205.84
- F_max (eV/Å) = 4.848
- E (hartree) = -990.62387

The geometry in ORCA input format:
```
! RIJCOSX wB97M-V def2-TZVPD def2/J DEFGRID3
* xyz 0 3
Cl 3.703 0.372 0.402
P -0.475 1.463 -0.116
N 1.781 -0.068 -0.487
N 1.090 0.795 0.150
C -1.545 0.016 0.317
C 1.676 -0.892 -1.339
H -0.977 -0.750 0.962
H -0.554 1.314 -1.635
H 2.154 -1.731 -1.827
H -1.756 -0.508 -0.641
H -2.314 0.439 0.897
H 1.575 1.082 0.924
*
```

Here are the Mulliken charges for atoms 1 to 2, given in e: -0.226, -0.042

[3]
Entry from the OMol25 dataset: a structure of composition C21H26AuN8OSSi (ωB97M-V/def2-TZVPD).

- gap between HOMO and LUMO (eV) = 6.525
- LUMO (eV) = -3.9
- energy above the lowest of the compared OMol25 structures with the same formula, charge and spin (kJ/mol) = 32.83
- F_max (eV/Å) = 2.171
- E (hartree) = -2152.32140

The geometry in ORCA input format:
```
! RIJCOSX wB97M-V def2-TZVPD def2/J DEFGRID3
* xyz 1 1
Au -0.504 0.528 -1.311
S -2.762 0.589 -2.018
Si 2.596 0.372 -2.083
O -0.504 0.991 1.209
N -1.880 -5.613 0.440
N -0.959 -3.730 -0.397
N 1.450 0.563 -0.752
N -3.729 -1.451 -0.306
N -0.534 -1.429 -1.041
N 0.220 3.263 -0.567
N -0.408 2.530 -1.496
N -3.113 -3.671 0.550
C -1.427 -1.004 2.220
C -2.001 -4.305 0.192
C 1.136 0.745 2.961
C -1.545 0.325 1.844
C -3.343 -0.607 -0.991
C 0.150 4.563 -0.868
C -0.814 -2.504 -0.701
C -2.524 -1.635 2.789
C -0.892 3.375 -2.403
C 2.444 0.550 3.362
C 0.806 0.735 1.615
C 1.606 0.445 -3.670
C 3.798 1.803 -2.076
C 3.459 -1.285 -2.030
C 1.758 0.537 0.606
C 3.079 0.342 1.049
C -2.729 1.020 2.008
C -0.559 4.680 -2.048
C -3.721 -0.955 2.959
C -3.821 0.370 2.563
C 3.415 0.350 2.389
H 0.607 5.303 -0.234
H 2.699 0.558 4.412
H -1.032 -6.074 0.161
H 0.877 -0.365 -3.759
H 4.221 -1.367 -1.256
H 3.947 -1.476 -2.989
H -4.572 -1.453 3.404
H -1.443 3.010 -3.254
H -3.885 -4.180 0.945
H -2.786 2.055 1.695
H -3.290 -2.705 0.269
H 3.254 2.750 -2.133
H -4.752 0.906 2.690
H 2.304 0.335 -4.504
H 3.858 0.171 0.322
H 0.680 2.802 0.207
H -0.487 -1.525 2.089
H 2.730 -2.082 -1.865
H 0.350 0.907 3.688
H -2.436 -2.667 3.106
H 1.093 1.399 -3.810
H 4.447 0.192 2.673
H -2.616 -6.149 0.861
H 4.429 1.836 -1.188
H -0.798 5.583 -2.579
H 4.455 1.749 -2.947
*
```

Here are the Mulliken charges for atoms 1 to 2, given in e: 0.371, -0.424

[4]
Entry from the OMol25 dataset: a structure of composition C18H45In2N3Na3O14P2 (ωB97M-V/def2-TZVPD).

- gap between HOMO and LUMO (eV) = 2.300
- LUMO (eV) = -10.8
- F_max (eV/Å) = 4.083
- E (hartree) = -3478.99800

The geometry in ORCA input format:
```
! RIJCOSX wB97M-V def2-TZVPD def2/J DEFGRID3
* xyz 3 1
In 7.135 -2.165 -1.730
In 3.340 0.902 -6.826
P 6.967 3.553 -3.462
P 2.024 -0.814 -0.252
Na 1.832 -0.497 4.371
Na 3.443 3.595 -0.743
Na 1.024 -5.317 -3.360
O 7.370 2.253 -4.198
O -5.055 -5.237 2.778
O -0.973 6.634 5.708
O 1.124 -1.973 -0.640
O 3.164 -1.322 0.730
O 0.511 -4.487 5.507
O 2.350 2.499 6.620
O 7.013 3.021 -1.970
O 7.863 4.793 -3.715
O 2.717 -0.397 -1.606
O -0.617 1.102 -6.619
O 1.766 -0.052 -10.593
O 1.367 0.342 0.584
O 5.481 3.872 -3.894
N -0.500 -0.732 -9.051
N -0.101 3.506 5.468
N -1.799 -3.879 3.684
C -1.248 5.585 4.733
C -1.408 4.192 5.365
C 1.900 2.426 7.937
C -5.718 -5.774 1.655
C 2.444 0.633 -11.661
C -0.061 -4.959 6.785
C -1.595 -0.051 -6.919
C 0.853 4.388 6.354
C -4.037 -4.383 2.334
C -0.890 1.807 -5.462
C 2.337 3.873 6.174
C -3.284 -3.694 3.474
C -1.739 -0.429 -8.442
C 0.031 -5.297 4.401
C 0.804 -1.107 -10.988
C -1.866 6.643 6.753
C -1.529 -5.175 4.210
C -0.638 -1.051 -10.434
H 2.808 3.740 5.200
H 0.079 -6.032 6.912
H -6.641 -6.186 2.061
H 2.902 1.604 -11.474
H -0.488 5.703 3.961
H 2.987 4.439 6.841
H -2.857 6.563 6.306
H -4.603 -3.560 1.897
H -1.857 4.214 6.358
H -1.086 -4.635 6.966
H 0.601 -4.531 7.538
H 0.171 3.359 4.507
H -2.184 5.785 4.212
H 0.805 5.399 5.949
H -1.402 -3.879 2.755
H -0.094 -1.544 -8.609
H -1.207 -0.252 -10.909
H -1.890 -5.840 3.426
H 0.649 -1.170 -12.065
H -1.211 -0.904 -6.359
H -3.729 -4.024 4.413
H -2.228 0.439 -8.883
H -1.605 7.541 7.311
H -2.588 0.253 -6.588
H 3.386 0.112 -11.834
H -0.972 -2.059 -10.680
H -1.940 5.843 7.489
H 0.512 4.496 7.384
H 0.416 -6.287 4.645
H -2.214 -5.324 5.045
H 1.756 0.673 -12.505
H 0.041 1.892 -4.901
H -3.418 -2.613 3.442
H 2.310 1.555 8.449
H -6.026 -4.956 1.003
H 0.565 -5.094 3.473
H 0.839 2.269 8.136
H -3.416 -4.815 1.550
H -5.089 -6.375 0.999
H 2.153 3.275 8.571
H -1.463 1.122 -4.838
H -2.009 3.559 4.713
H 1.297 -2.021 -10.657
H -1.470 2.717 -5.617
H -2.395 -1.273 -8.656
*
```

Here are the Mulliken charges for atoms 1 to 2, given in e: 0.996, 0.989

[5]
Entry from the OMol25 dataset: a structure of composition C14H16N2S2Si2V (ωB97M-V/def2-TZVPD).

- gap between HOMO and LUMO (alpha / beta) (eV) = 6.042 / 5.398
- LUMO (alpha / beta) (eV) = 5.0 / 5.0
- energy above the lowest of the compared OMol25 structures with the same formula, charge and spin (kJ/mol) = 0.00
- F_max (eV/Å) = 0.213
- E (hartree) = -2971.98537

The geometry in ORCA input format:
```
! RIJCOSX wB97M-V def2-TZVPD def2/J DEFGRID3
* xyz -2 2
V 1.535 0.332 -0.765
S 3.766 0.899 -0.048
S 2.435 0.252 -3.000
Si -0.575 1.686 -0.110
Si 0.096 -1.559 0.297
N 5.666 -0.208 -4.727
N 7.265 0.575 -1.182
C -0.491 -3.043 -0.781
C -0.457 3.105 1.189
C -2.553 -1.655 1.515
C 6.121 0.550 -1.333
C -1.875 0.527 0.730
C 4.696 0.533 -1.474
C 0.712 -2.460 1.884
C -3.768 -1.155 1.955
C -1.657 2.521 -1.470
C -4.049 0.197 1.785
C -1.591 -0.841 0.902
C 4.148 0.267 -2.688
C -3.109 1.016 1.180
C 5.006 0.005 -3.805
H 0.044 2.759 2.097
H -4.494 -1.810 2.426
H -1.444 3.488 1.471
H -4.997 0.606 2.123
H -2.344 -2.714 1.653
H -1.102 3.335 -1.946
H 0.364 -3.657 -1.081
H 0.990 -1.738 2.656
H -3.340 2.071 1.054
H -0.974 -2.689 -1.696
H -2.587 2.933 -1.060
H 0.132 3.935 0.788
H 1.602 -3.057 1.661
H -1.919 1.805 -2.253
H -0.053 -3.126 2.299
H -1.201 -3.683 -0.246
*
```

Here are the Mulliken charges for atoms 1 to 2, given in e: 0.035, -0.463